75
Properties=species:S:1:pos:R:3:mulliken_charge:R:1 method="wB97M-V/def2-TZVPD" de_lowest_ev=0.694 total_energy_ev=-70398.20211 total_charge=-1 mol_weight_g_mol=667.19 e_lumo_ev=2.20 gap_ev=7.7
Rb -0.5066 0.4468 -0.0373 0.3365
C 3.8984 -0.9704 0.9710 -1.8922
C 2.8740 0.0446 1.3942 0.6541
N 2.5351 1.0583 0.6906 -0.2554
N 3.0642 1.1299 -0.5680 -0.2604
C 2.6166 2.1346 -1.3957 0.0736
N 2.7423 1.8054 -2.6954 -0.4071
S 2.0345 3.6051 -0.8702 -0.3715
C 2.1083 -0.1337 2.6724 0.9066
C 2.1229 -1.3572 3.3356 -0.3235
C 1.2878 -1.5453 4.4244 -0.4455
C 0.4816 -0.5018 4.8349 -0.3590
C 0.5576 0.6927 4.1300 -0.4200
N 1.3426 0.8840 3.0805 -0.4327
H 3.4887 -1.7108 0.2730 0.3637
H 4.3123 -1.4960 1.8284 0.5159
H 4.7144 -0.4609 0.4565 0.5059
H 3.2755 0.2429 -1.0415 0.5474
H 2.7673 0.8144 -2.9480 0.3568
H 2.3830 2.4788 -3.3501 0.2236
H 2.7410 -2.1685 2.9809 0.1518
H 1.2477 -2.5064 4.9203 0.3460
H -0.2035 -0.6101 5.6642 0.3829
H -0.0466 1.5435 4.4264 0.4435
O -0.7619 -3.1811 -5.8190 -0.5957
C -0.5650 -2.5347 -4.6319 0.8465
C -1.5511 -1.7620 -4.0378 -0.2135
C -1.2636 -1.1628 -2.8213 -0.1757
N -0.0776 -1.2846 -2.2118 0.9013
C 0.8760 -2.0012 -2.8209 0.0615
C 0.6731 -2.6634 -4.0197 -0.3883
C 2.2254 -2.0787 -2.1160 -0.0409
O 2.4743 -3.1187 -1.4937 -0.7663
O 2.9555 -1.0562 -2.2235 -0.9770
C -2.2828 -0.2600 -2.1200 -0.5141
O -2.3354 0.8990 -2.5659 -0.7859
O -2.8857 -0.7479 -1.1346 -0.4740
H -1.6458 -2.9673 -6.1431 0.2937
H -2.5169 -1.6130 -4.5066 0.3910
H 1.4544 -3.2585 -4.4705 0.5632
N -2.6504 0.8672 2.1416 -0.2539
C -3.8784 1.1859 1.4007 -0.2930
C -3.9668 2.6682 1.0350 -0.9168
C -3.1695 3.1095 -0.1931 -0.3390
N -1.7333 3.2343 0.0846 -0.3381
H -2.6218 -0.1256 2.3629 0.0515
H -2.6447 1.3673 3.0241 0.1867
H -4.7791 0.9124 1.9686 0.3559
H -3.8771 0.5890 0.4867 0.1412
H -3.6748 3.2782 1.9006 0.3040
H -5.0192 2.8986 0.8432 0.3834
H -3.5984 4.0515 -0.5639 0.3379
H -3.2848 2.3695 -0.9870 0.1893
H -1.5507 4.0462 0.6636 0.1544
H -1.2205 3.3765 -0.7805 0.1940
C -3.6804 -3.5355 0.5571 -1.0160
N -2.3465 -3.9170 0.1287 0.1341
C -2.1990 -3.8321 -1.3259 -1.0125
C -1.3033 -3.7084 0.9654 0.3429
S -1.4632 -2.8599 2.4216 -0.2579
N -0.1194 -4.2609 0.6097 0.3668
C 1.1269 -3.8654 1.2364 -0.7778
C 0.0049 -5.4644 -0.1929 -1.0905
H -4.3941 -4.0926 -0.0517 0.3335
H -3.8433 -2.4654 0.4062 0.2357
H -3.8230 -3.7798 1.6071 0.4076
H -2.7158 -2.9314 -1.6563 0.3938
H -2.6347 -4.7127 -1.8057 0.2004
H -1.1574 -3.7421 -1.6166 0.2840
H 0.9923 -2.9080 1.7284 -0.2114
H 1.8914 -3.7851 0.4643 0.4497
H 1.4252 -4.6038 1.9903 0.2945
H -0.9725 -5.8836 -0.4127 0.3658
H 0.5768 -6.1998 0.3810 0.4172
H 0.5433 -5.2698 -1.1231 0.2153